No. 1
ORCA calculation (ωB97M-V with the def2-TZVPD basis set) on C11H26N4O7Pb as an isolated structure at a distorted geometry.

Its HOMO-LUMO gap (alpha / beta) is 4.77 / 4.76 eV.

```
! RIJCOSX wB97M-V def2-TZVPD def2/J DEFGRID3
* xyz 0 1
O -2.851 4.821 -2.715
H -2.763 4.181 -3.464
Pb 1.066 0.905 -1.288
N 1.370 -1.588 -0.863
N -0.792 -0.570 -1.812
N 1.421 0.967 1.034
N -0.324 2.554 -0.072
O 2.179 -2.040 0.046
O 2.157 0.009 1.635
O -1.247 3.125 -0.693
O -1.960 -0.044 -1.750
C -0.662 -1.910 -1.986
C 0.490 -2.483 -1.381
C 0.879 1.930 1.807
C -0.109 2.799 1.258
C 0.635 -3.933 -1.142
H 0.221 -4.214 -0.167
H 1.685 -4.228 -1.146
H 0.114 -4.526 -1.894
C -1.779 -2.687 -2.527
H -2.300 -2.130 -3.308
H -2.522 -2.929 -1.757
H -1.454 -3.630 -2.961
C 1.213 1.902 3.249
C -0.801 3.788 2.107
H 2.094 1.289 3.437
H 0.375 1.467 3.802
H 1.382 2.910 3.620
H -1.707 4.168 1.666
H -0.144 4.614 2.384
H -1.043 3.330 3.071
H 2.177 -0.793 0.953
H -2.008 4.610 -2.183
C 1.038 1.708 -3.145
H 0.032 1.653 -3.476
H 1.283 2.749 -2.869
H 1.696 1.412 -3.920
O 5.135 -1.639 0.122
H 5.267 -0.698 -0.041
H 4.167 -1.786 0.008
C -0.957 -2.080 2.572
C -1.957 -1.679 1.511
O -1.547 -0.454 0.936
H 0.046 -2.179 2.144
H -1.236 -3.037 3.024
H -0.919 -1.328 3.367
H -2.019 -2.464 0.737
H -2.955 -1.563 1.960
H -2.066 -0.280 0.115
*
```

***

No. 2
ORCA calculation (ωB97M-V with the def2-TZVPD basis set) on a 2-piece molecular cluster, C11H15N overall at a distorted geometry.

Its HOMO-LUMO gap is 8.95 eV. As for the SMILES: Cc1c[nH]c2ccccc12.CC. The relative energy (zero: lowest compared OMol25 entry of this formula, charge and spin) is 1.0987 eV.

```
! RIJCOSX wB97M-V def2-TZVPD def2/J DEFGRID3
* xyz 0 1
C 0.591 -0.184 -2.636
C -0.283 -0.557 -1.529
C -1.631 -0.514 -1.442
N -2.093 -1.273 -0.338
C -0.890 -1.588 0.360
C -0.932 -2.104 1.650
C 0.309 -2.181 2.272
C 1.456 -1.587 1.695
C 1.421 -1.088 0.407
C 0.237 -1.066 -0.315
H 0.148 0.233 -3.555
H 1.138 -1.078 -2.981
H 1.366 0.482 -2.285
H -2.350 -0.257 -2.193
H -2.920 -1.043 0.181
H -1.867 -2.378 2.108
H 0.350 -2.430 3.319
H 2.385 -1.847 2.177
H 2.372 -0.677 0.065
C -0.188 2.196 0.915
C 0.476 3.105 -0.103
H 0.296 2.225 1.878
H -1.255 2.295 1.096
H -0.184 1.193 0.463
H 1.215 2.614 -0.740
H 0.953 3.925 0.420
H -0.121 3.584 -0.891
*
```

***

No. 3
ORCA calculation (ωB97M-V with the def2-TZVPD basis set) on one molecule with the formula C5H7ClS2 at a distorted geometry.

Its HOMO-LUMO gap is 8.63 eV. As for the SMILES: C=C(SC=S)[C@@H](C)Cl. The relative energy (zero: lowest compared OMol25 entry of this formula, charge and spin) is 0.9563 eV.

```
! RIJCOSX wB97M-V def2-TZVPD def2/J DEFGRID3
* xyz 0 1
C 0.081 1.280 -0.964
C 0.198 0.027 -0.568
S 1.587 -0.950 -1.076
C 2.881 -0.391 -0.036
S 4.282 -1.086 0.233
C -0.814 -0.681 0.262
C -2.038 0.119 0.755
Cl -1.422 -2.193 -0.463
H 0.712 1.751 -1.714
H -0.861 1.800 -0.711
H 2.640 0.548 0.488
H -0.214 -1.050 1.136
H -1.714 1.110 1.190
H -2.793 0.226 -0.055
H -2.525 -0.510 1.522
*
```

***

No. 4
ORCA calculation (ωB97M-V with the def2-TZVPD basis set) on one molecule with the formula C5H6N2 at a distorted geometry.

Its HOMO-LUMO gap is 9.25 eV. As for the SMILES: [H]/N=C\C/C=N\C#C. The relative energy (zero: lowest compared OMol25 entry of this formula, charge and spin) is 4.1665 eV.

```
! RIJCOSX wB97M-V def2-TZVPD def2/J DEFGRID3
* xyz 0 1
H -0.186 1.434 -1.909
N -1.045 1.010 -1.579
C -1.095 0.016 -0.822
C -0.123 -1.008 -0.293
C -0.195 -0.875 1.208
N 0.084 0.087 1.890
C 0.947 1.059 1.816
C 1.706 1.964 1.828
H -2.157 -0.136 -0.565
H -0.519 -2.032 -0.502
H 0.887 -0.987 -0.731
H -1.035 -1.539 1.622
H 2.262 2.812 2.075
*
```

***

No. 5
ORCA calculation (ωB97M-V with the def2-TZVPD basis set) on a 2-piece molecular cluster, C3H5NO4 overall at a distorted geometry.

Its HOMO-LUMO gap is 5.88 eV. The relative energy (zero: lowest compared OMol25 entry of this formula, charge and spin) is 0.0000 eV.

```
! RIJCOSX wB97M-V def2-TZVPD def2/J DEFGRID3
* xyz -2 1
C 0.251 2.015 -0.833
C -0.144 -0.301 1.105
C 0.229 0.788 -1.739
N -0.433 -0.771 -0.212
O 1.266 2.257 -0.140
O 0.605 -1.674 -0.619
O -0.773 2.749 -0.905
O 1.249 0.173 -2.173
H -0.150 -1.143 1.840
H 0.821 0.218 1.204
H -0.943 0.393 1.380
H -0.723 0.698 -2.307
H 1.121 -1.104 -1.275
*
```

***

No. 6
ORCA calculation (ωB97M-V with the def2-TZVPD basis set) on C26H43CoN8O7P as an isolated structure at a distorted geometry.

Its HOMO-LUMO gap (alpha / beta) is 5.30 / 5.58 eV. The relative energy (zero: lowest compared OMol25 entry of this formula, charge and spin) is 0.0000 eV.

```
! RIJCOSX wB97M-V def2-TZVPD def2/J DEFGRID3
* xyz 0 4
Co -1.180 -0.358 -1.184
O -2.098 -3.432 -3.598
C -1.546 -2.445 -3.124
O -2.200 -1.575 -2.388
C -0.077 -2.314 -3.491
C 0.453 -3.368 -4.205
C 1.812 -3.352 -4.579
C 2.643 -2.259 -4.397
C 1.996 -1.156 -3.806
C 0.726 -1.198 -3.171
O 0.394 -0.283 -2.299
N 2.676 0.146 -3.875
O 3.921 0.091 -4.038
O 1.967 1.173 -3.844
N 2.396 -4.558 -5.106
O 3.568 -4.481 -5.531
O 1.628 -5.555 -5.076
H -0.219 -4.206 -4.525
H 3.682 -2.192 -4.702
N -1.095 0.234 0.579
P -0.038 0.065 1.758
N -0.320 -1.354 2.544
C 0.112 -1.384 3.942
C -0.149 -2.706 4.629
C -1.447 -3.340 4.105
C -1.269 -3.696 2.612
C -0.574 -2.597 1.789
N 1.659 0.017 1.438
C 2.147 -0.821 0.295
C 3.620 -1.253 0.507
C 4.535 -0.052 0.649
C 4.007 0.712 1.873
C 2.569 1.198 1.605
N -0.358 1.356 2.796
C -1.400 2.289 2.338
C -1.915 3.157 3.480
C -0.801 4.055 4.039
C 0.576 3.359 3.879
C 0.448 1.844 3.926
H -0.450 -0.599 4.494
H 1.193 -1.132 4.043
H -0.224 -2.523 5.691
H 0.702 -3.397 4.541
H -2.281 -2.601 4.215
H -1.735 -4.248 4.659
H -2.235 -3.964 2.232
H -0.625 -4.601 2.566
H -1.211 -2.267 0.914
H 0.357 -2.992 1.386
H 2.053 -0.210 -0.621
H 1.530 -1.727 0.191
H 3.920 -1.884 -0.343
H 3.658 -1.898 1.367
H 4.468 0.603 -0.260
H 5.576 -0.338 0.855
H 4.631 1.605 2.079
H 4.013 0.063 2.775
H 2.554 1.799 0.656
H 2.256 1.931 2.389
H -2.272 1.799 1.867
H -0.970 2.949 1.549
H -2.331 2.523 4.297
H -2.714 3.783 3.103
H -1.009 4.246 5.125
H -0.802 5.047 3.521
H 1.208 3.635 4.724
H 1.132 3.727 2.984
H 0.009 1.581 4.909
H 1.390 1.316 3.916
N -3.642 3.006 -4.202
C -2.206 3.207 -3.765
C -1.584 1.920 -3.219
N -2.437 1.318 -2.148
C -3.838 1.059 -2.570
C -4.534 2.290 -3.241
H -3.599 2.448 -5.077
H -4.037 3.905 -4.518
H -2.202 4.027 -3.009
H -1.639 3.593 -4.633
H -0.614 2.160 -2.752
H -1.327 1.171 -3.971
H -2.457 2.016 -1.376
H -4.447 0.820 -1.670
H -3.821 0.172 -3.249
H -4.846 2.999 -2.470
H -5.405 1.902 -3.794
*
```

***

No. 7
ORCA calculation (ωB97M-V with the def2-TZVPD basis set) on a 6-piece molecular cluster, C35H66F3I2O20P overall at a distorted geometry.

Its HOMO-LUMO gap is 9.14 eV. As for the SMILES: CCCCC[C@@H]1O[C@@](CCO)(CCCI)[C@H](P(O)I)[C@@]1(C[C@H](O)C(F)(F)F)OCCC.COC(=O)OC.COC(=O)OC.COC(=O)OC.COC(=O)OC.COC(=O)OC.

```
! RIJCOSX wB97M-V def2-TZVPD def2/J DEFGRID3
* xyz 0 1
C 0.107 -6.073 2.473
C -0.993 -5.236 3.153
C -1.219 -3.861 2.507
C -2.640 -3.336 2.713
C -2.898 -1.912 2.198
C -2.387 -1.620 0.783
O -1.267 -0.762 0.848
C -0.862 -0.408 -0.513
C -0.219 0.990 -0.357
C 1.061 1.309 -1.141
O 0.992 0.916 -2.501
C 0.100 -1.521 -0.950
C 1.239 -1.750 0.060
C 2.488 -2.304 -0.604
I 4.001 -2.570 0.870
C -2.212 -0.502 -1.307
P -2.592 0.895 -2.478
O -1.512 0.557 -3.647
I -4.663 0.126 -3.569
C -3.305 -1.004 -0.295
C -4.223 0.129 0.211
C -3.560 1.330 0.895
O -3.249 1.112 2.252
C -4.479 2.558 0.759
F -4.351 3.125 -0.446
F -4.214 3.487 1.665
F -5.777 2.245 0.906
O -4.055 -1.958 -1.017
C -4.846 -2.898 -0.304
C -6.210 -2.389 0.180
C -7.243 -3.524 0.166
H -0.312 -6.929 1.936
H 0.679 -5.473 1.759
H 0.823 -6.471 3.196
H -0.761 -5.106 4.216
H -1.945 -5.781 3.116
H -0.987 -3.947 1.438
H -0.507 -3.141 2.930
H -2.826 -3.325 3.796
H -3.363 -4.052 2.302
H -2.466 -1.182 2.889
H -3.980 -1.723 2.221
H -2.081 -2.585 0.342
H -0.954 1.754 -0.636
H -0.010 1.143 0.708
H 1.228 2.390 -1.054
H 1.941 0.833 -0.698
H 0.635 1.628 -3.037
H 0.504 -1.326 -1.948
H -0.477 -2.451 -1.030
H 0.906 -2.458 0.826
H 1.472 -0.830 0.603
H 2.309 -3.266 -1.086
H 2.921 -1.627 -1.343
H -2.098 -1.370 -1.974
H -1.425 -0.381 -3.867
H -4.814 0.490 -0.638
H -4.956 -0.268 0.922
H -2.635 1.616 0.396
H -4.069 0.951 2.735
H -4.289 -3.326 0.535
H -5.010 -3.717 -1.013
H -6.535 -1.563 -0.458
H -6.124 -2.023 1.210
H -8.046 -3.353 0.886
H -7.694 -3.634 -0.825
H -6.776 -4.483 0.419
C 3.878 0.227 -3.371
O 3.794 1.477 -4.064
C 4.908 2.205 -4.014
O 5.925 1.900 -3.451
O 4.698 3.330 -4.693
C 5.822 4.219 -4.722
H 2.910 -0.244 -3.504
H 4.667 -0.398 -3.785
H 4.060 0.392 -2.309
H 6.674 3.740 -5.199
H 6.091 4.528 -3.715
H 5.500 5.077 -5.304
C 0.492 -0.500 3.550
O 0.930 -1.536 4.435
C 1.464 -1.099 5.573
O 1.596 0.052 5.894
O 1.826 -2.156 6.298
C 2.423 -1.827 7.555
H 0.089 -1.003 2.676
H -0.282 0.106 4.020
H 1.325 0.135 3.254
H 1.726 -1.267 8.175
H 3.329 -1.243 7.408
H 2.661 -2.777 8.023
C 1.604 0.656 -6.160
O 1.243 0.194 -7.466
C 0.632 -0.987 -7.466
O 0.371 -1.646 -6.492
O 0.354 -1.319 -8.724
C -0.313 -2.576 -8.869
H 2.076 1.624 -6.291
H 0.713 0.755 -5.540
H 2.302 -0.033 -5.695
H -1.269 -2.564 -8.349
H 0.304 -3.384 -8.481
H -0.469 -2.703 -9.936
C 7.011 0.735 -0.010
O 7.496 -0.282 0.875
C 8.086 0.174 1.973
O 8.240 1.331 2.267
O 8.481 -0.871 2.702
C 9.135 -0.518 3.923
H 6.570 0.211 -0.851
H 6.264 1.349 0.489
H 7.830 1.360 -0.359
H 8.468 0.055 4.564
H 10.035 0.060 3.723
H 9.394 -1.459 4.399
C -3.236 6.243 0.501
O -4.027 7.279 1.096
C -3.370 8.029 1.975
O -2.214 7.907 2.285
O -4.211 8.944 2.457
C -3.629 9.824 3.422
H -3.898 5.724 -0.186
H -2.397 6.675 -0.044
H -2.868 5.561 1.262
H -2.804 10.382 2.984
H -3.273 9.265 4.285
H -4.424 10.501 3.717
*
```

***

No. 8
ORCA calculation (ωB97M-V with the def2-TZVPD basis set) on one molecule with the formula C6H9N.

Its HOMO-LUMO gap is 10.17 eV. As for the SMILES: CC#CC[C@H]1CN1. The relative energy (zero: lowest compared OMol25 entry of this formula, charge and spin) is 3.0845 eV.

```
! RIJCOSX wB97M-V def2-TZVPD def2/J DEFGRID3
* xyz 0 1
C 0.517 -2.748 -0.744
C 0.300 -1.667 0.211
C 0.097 -0.784 1.005
C -0.069 0.536 1.612
C 0.054 1.610 0.514
C 0.435 1.238 -0.870
N -0.955 1.539 -0.542
H 1.524 -2.715 -1.174
H -0.205 -2.694 -1.567
H 0.390 -3.702 -0.230
H 0.688 0.681 2.394
H -1.053 0.613 2.092
H 0.339 2.594 0.884
H 0.612 0.184 -1.038
H 1.015 1.900 -1.506
H -1.213 2.466 -0.871
*
```

***

No. 9
ORCA calculation (ωB97M-V with the def2-TZVPD basis set) on one molecule with the formula C3H8N2O at a distorted geometry.

Its HOMO-LUMO gap (alpha / beta) is 9.53 / 9.05 eV. The relative energy (zero: lowest compared OMol25 entry of this formula, charge and spin) is 6.6381 eV.

```
! RIJCOSX wB97M-V def2-TZVPD def2/J DEFGRID3
* xyz 0 1
C 0.744 0.789 -0.795
C -0.577 -0.231 -0.573
C -1.526 0.214 0.539
N 0.072 -1.383 -0.214
N 2.202 -0.464 0.353
O 1.530 0.692 0.285
H 1.203 0.408 -1.672
H 0.375 1.793 -0.827
H -0.970 -0.347 -1.493
H -2.195 -0.649 0.640
H -2.018 1.163 0.223
H -0.987 0.357 1.464
H -0.190 -1.461 0.798
H 2.336 -0.880 1.271
*
```

***

No. 10
ORCA calculation (ωB97M-V with the def2-TZVPD basis set) on a 2-piece molecular cluster, H4O2 overall at a distorted geometry.

Its HOMO-LUMO gap is 11.58 eV. As for the SMILES: O.O. The relative energy (zero: lowest compared OMol25 entry of this formula, charge and spin) is 0.1804 eV.

```
! RIJCOSX wB97M-V def2-TZVPD def2/J DEFGRID3
* xyz 0 1
O 1.735 0.068 -0.129
H 2.024 -0.669 0.406
H 0.775 0.112 -0.228
O -1.178 -0.095 -0.066
H -2.078 -0.176 -0.338
H -1.278 0.761 0.355
*
```

***

No. 11
ORCA calculation (ωB97M-V with the def2-TZVPD basis set) on C20H12F5N6Pb as an isolated structure at a distorted geometry.

Its HOMO-LUMO gap (alpha / beta) is 4.85 / 4.49 eV. The relative energy (zero: lowest compared OMol25 entry of this formula, charge and spin) is 0.9926 eV.

```
! RIJCOSX wB97M-V def2-TZVPD def2/J DEFGRID3
* xyz 3 1
Pb 17.170 -4.856 3.468
C 13.531 -3.562 6.420
C 14.798 -3.722 6.006
N 15.092 -4.767 5.144
C 14.123 -5.617 4.864
C 12.787 -5.296 5.176
N 12.513 -4.273 5.924
C 14.466 -6.813 4.128
C 13.555 -7.911 4.066
C 13.955 -9.096 3.356
C 15.111 -9.018 2.582
C 15.993 -7.909 2.640
N 15.685 -6.819 3.398
C 17.249 -7.891 1.936
C 17.693 -9.073 1.238
N 18.889 -9.149 0.666
C 19.613 -8.015 0.619
C 19.120 -6.827 1.159
N 17.966 -6.749 1.851
C 13.102 -10.275 3.306
C 12.985 -11.114 2.168
C 12.074 -12.140 2.027
N 11.203 -12.474 2.979
C 11.249 -11.791 4.124
C 12.119 -10.690 4.286
H 13.235 -2.848 7.112
H 15.704 -3.203 6.406
H 11.924 -5.914 4.996
H 12.659 -7.880 4.720
H 15.368 -9.934 2.090
H 17.091 -9.976 1.212
H 20.641 -7.966 0.153
H 19.681 -5.899 0.984
H 13.631 -10.912 1.346
H 11.976 -12.670 1.085
H 10.474 -12.021 4.862
H 12.208 -10.214 5.303
F 19.704 -6.281 4.211
C 18.545 -6.027 4.932
F 18.130 -7.153 5.544
C 18.969 -4.979 5.923
F 18.029 -5.039 6.933
F 20.207 -5.137 6.359
F 18.870 -3.676 5.383
*
```

***

No. 12
ORCA calculation (ωB97M-V with the def2-TZVPD basis set) on C33H21Cl2LuN7O2S as an isolated structure.

Its HOMO-LUMO gap is 6.43 eV. The relative energy (zero: lowest compared OMol25 entry of this formula, charge and spin) is 0.0000 eV.

```
! RIJCOSX wB97M-V def2-TZVPD def2/J DEFGRID3
* xyz -1 1
Lu -0.734 -0.091 0.762
Cl -6.626 3.261 3.177
C -4.961 2.766 3.034
C -4.535 2.220 1.833
C -3.214 1.810 1.665
N -2.651 1.308 0.476
C -3.214 1.587 -0.703
O -4.330 2.047 -0.964
C -2.289 1.331 -1.883
C -2.735 1.582 -3.173
C -1.861 1.386 -4.226
C -0.573 0.943 -3.960
C -0.216 0.708 -2.644
N -1.054 0.906 -1.630
C -2.319 1.927 2.749
C -2.759 2.501 3.936
C -4.072 2.917 4.082
Cl -4.562 3.616 5.601
N -1.041 1.354 2.610
C -0.015 1.878 3.298
O 0.059 2.968 3.869
C 1.159 0.928 3.426
C 2.101 1.161 4.419
C 3.080 0.207 4.635
C 3.072 -0.943 3.862
C 2.102 -1.084 2.882
N 1.180 -0.151 2.646
H -5.229 2.129 1.014
H -3.752 1.926 -3.302
H -2.178 1.573 -5.245
H 0.144 0.771 -4.752
H 0.763 0.327 -2.383
H -2.072 2.628 4.757
H 2.021 2.069 4.999
H 3.823 0.347 5.411
H 3.795 -1.733 4.013
H 2.043 -1.973 2.271
C 2.947 2.865 0.271
C 3.981 1.986 -0.021
C 3.699 0.652 -0.247
C 2.381 0.215 -0.171
N 1.388 1.074 0.110
C 1.663 2.359 0.326
C 1.988 -1.224 -0.306
C 2.904 -2.236 -0.294
C 2.380 -3.580 -0.351
C 1.062 -3.828 -0.286
C 0.100 -2.708 -0.096
N 0.662 -1.410 -0.383
C -1.256 -2.833 -0.746
C -1.759 -4.005 -1.303
C -3.064 -4.028 -1.752
C -3.842 -2.881 -1.659
C -3.250 -1.744 -1.140
N -1.989 -1.709 -0.720
H 3.126 3.912 0.469
H 5.004 2.339 -0.069
H 4.486 -0.049 -0.482
H 0.817 2.993 0.572
H 3.966 -2.058 -0.219
H 3.073 -4.412 -0.424
H 0.692 -4.844 -0.279
H -1.139 -4.887 -1.363
H -3.477 -4.937 -2.171
H -4.873 -2.859 -1.983
H -3.811 -0.820 -1.056
S -0.588 -2.700 1.725
*
```